{"formula": "C17H17F2NO2S", "method": "ωB97M-V with the def2-TZVPD basis set", "symbols": ["C", "C", "C", "C", "S", "C", "C", "N", "O", "C", "C", "C", "O", "C", "C", "C", "F", "C", "C", "C", "C", "F", "C", "H", "H", "H", "H", "H", "H", "H", "H", "H", "H", "H", "H", "H", "H", "H", "H", "H"], "coordinates": [[-2.1534, -3.9635, -2.1485], [-0.7831, -3.8752, -2.7072], [-0.2025, -5.0038, -3.4426], [1.0735, -4.7230, -3.8863], [1.5456, -3.0793, -3.4988], [0.0511, -2.7938, -2.6462], [-0.1886, -1.5025, -1.9686], [-1.1857, -1.2857, -1.1590], [-0.9819, 0.0050, -0.5477], [0.1152, 0.7109, -1.2033], [-0.3940, 1.8020, -2.1973], [1.0986, 1.3102, -0.1729], [0.5355, 2.4306, 0.5402], [1.3357, 2.8277, 1.7091], [0.5381, 2.6440, 2.9667], [0.5618, 1.3949, 3.6674], [1.2807, 0.3403, 3.1765], [-0.1183, 1.2885, 4.8797], [-0.8592, 2.3857, 5.3912], [-0.8358, 3.5947, 4.7131], [-0.1351, 3.7282, 3.5150], [-0.0516, 4.9544, 2.9541], [0.8096, -0.4010, -2.0127], [-2.6427, -2.9974, -2.1221], [-2.7818, -4.6161, -2.7742], [-2.1223, -4.3953, -1.1290], [-0.7379, -5.9228, -3.6220], [1.7467, -5.4054, -4.3828], [0.4508, 2.1162, -2.8162], [-1.1015, 1.2698, -2.8359], [-0.9700, 2.6069, -1.7137], [1.3624, 0.4992, 0.5296], [2.0126, 1.6227, -0.6804], [1.6355, 3.8940, 1.6214], [2.2552, 2.2641, 1.7890], [-0.1604, 0.3191, 5.3653], [-1.4430, 2.3448, 6.3019], [-1.3482, 4.4512, 5.1357], [1.0706, -0.1456, -3.0676], [1.7177, -0.6947, -1.5211]], "atomic_forces_ev_per_a": [[-0.5530, -0.4514, 0.2390], [0.4738, -1.1276, -0.9874], [0.9532, 1.8234, 0.3758], [-1.0081, 0.4886, 0.5745], [-0.4017, -1.0150, 0.1299], [-0.3407, 0.2161, -0.0246], [-0.7773, -0.4858, 0.9333], [1.6222, 0.8183, -0.5744], [0.1000, -0.2893, -0.6467], [0.2016, 0.7623, -0.6633], [-0.6876, -1.1156, 0.6896], [-0.7188, -0.2962, 0.7336], [0.9869, -0.3715, 0.4010], [-0.6044, 0.3990, -0.8216], [0.7629, -0.7885, -0.1414], [-0.7011, 1.6233, 0.3849], [-0.6683, 0.9993, 0.3048], [-0.4906, -0.2029, -0.2026], [0.8813, -0.2101, -1.1180], [-0.1048, 0.2717, 0.0474], [-0.0412, -0.8164, 0.9820], [-0.0867, -0.5438, -0.0662], [-0.0942, 0.6000, -0.5718], [0.0160, 0.1442, 0.2606], [0.2860, 0.0397, 0.2192], [-0.1508, 0.3323, -0.4006], [0.0878, -0.1080, 0.0663], [0.0312, 0.2291, -0.1244], [-0.2024, 0.3728, 0.2352], [-0.0149, 0.1143, -0.2559], [0.6640, -0.1636, -0.1085], [-0.0772, 0.2606, -0.0814], [0.0704, 0.0437, -0.2455], [-0.3904, -0.6276, -0.2233], [0.1872, -0.3921, -0.2350], [0.1435, 0.1398, 0.0763], [0.1882, -0.3635, -0.0106], [0.0230, 0.0112, -0.1542], [-0.2312, 0.0871, 0.7853], [0.6659, -0.4084, 0.2187]], "smiles": "Cc1ccsc1C1=NO[C@@](C)(COCc2c(F)cccc2F)C1", "lumo_ev": 0.582, "homo_ha": -0.30762, "spin_multiplicity": 1, "relative_energy_kcal_mol": 0.6, "homo_lumo_gap_ev": 8.953}

=====

{"formula": "C17H17N3O5", "method": "ωB97M-V with the def2-TZVPD basis set", "symbols": ["C", "C", "O", "C", "N", "C", "C", "C", "C", "C", "O", "O", "C", "C", "O", "N", "C", "C", "C", "C", "C", "N", "O", "C", "C", "H", "H", "H", "H", "H", "H", "H", "H", "H", "H", "H", "H", "H", "H", "H", "H", "H"], "coordinates": [[5.0638, -4.0789, -1.1042], [4.8288, -3.1978, 0.1091], [3.4362, -2.8976, 0.1620], [3.0098, -2.1641, 1.1731], [3.8910, -1.7345, 2.0688], [3.4742, -1.0013, 3.0857], [2.1501, -0.6477, 3.2806], [1.2188, -1.0889, 2.3549], [1.6274, -1.8576, 1.2706], [0.6760, -2.3532, 0.2587], [0.9370, -3.0460, -0.6869], [-0.5842, -1.9111, 0.5200], [-1.6116, -2.3104, -0.3735], [-2.4661, -1.1360, -0.8582], [-3.4505, -1.3287, -1.5315], [-1.9935, 0.0694, -0.4552], [-2.5154, 1.3433, -0.6828], [-1.8193, 2.4310, -0.1554], [-2.2797, 3.7177, -0.3462], [-3.4524, 3.9433, -1.0617], [-4.0172, 5.3049, -1.2823], [-3.1062, 6.3127, -1.3258], [-5.2056, 5.5119, -1.4063], [-4.1541, 2.8517, -1.5663], [-3.6933, 1.5626, -1.3927], [4.4809, -4.9913, -1.0180], [4.7543, -3.5592, -2.0063], [6.1176, -4.3312, -1.1780], [5.1218, -3.7045, 1.0354], [5.3952, -2.2620, 0.0412], [4.2501, -0.6902, 3.7725], [1.8545, -0.0520, 4.1285], [0.1726, -0.8499, 2.4717], [-2.2685, -3.0252, 0.1328], [-1.1672, -2.8093, -1.2443], [-1.1536, 0.0398, 0.1111], [-0.9131, 2.2612, 0.4104], [-1.7366, 4.5410, 0.0947], [-2.1197, 6.1382, -1.3824], [-3.4415, 7.2399, -1.5283], [-5.0734, 3.0354, -2.1009], [-4.2374, 0.7245, -1.7944]], "atomic_forces_ev_per_a": [[-0.2918, 0.2638, 0.2957], [0.6207, -0.1587, -0.0555], [-0.1346, -0.1146, -0.2060], [-0.2596, 0.3757, 0.4845], [0.1552, -0.3133, -0.4526], [-0.2607, 0.1267, 0.1291], [-0.0059, 0.0235, 0.0239], [0.2183, -0.1150, -0.1103], [0.3089, -0.0344, 0.0722], [0.0871, -0.2295, -0.3883], [-0.1205, 0.1084, 0.1831], [-0.1470, 0.2102, 0.2393], [-0.2649, -0.4329, -0.4937], [0.4172, -0.2338, 0.3137], [-0.1446, -0.1386, -0.0998], [0.4595, 0.1700, 0.3088], [-0.2029, 0.3138, -0.1081], [0.0019, -0.1208, -0.0335], [-0.1331, -0.0102, -0.1109], [-0.0675, -0.2803, 0.0191], [0.1268, 0.0854, 0.0433], [0.2127, 0.3188, 0.0318], [-0.2478, -0.0637, -0.0887], [0.1374, 0.2750, 0.1120], [-0.0515, -0.1572, -0.0457], [-0.0151, -0.1294, -0.0297], [0.0132, 0.0184, -0.1335], [0.1031, -0.0240, -0.0090], [-0.0135, 0.1192, -0.1316], [-0.0661, -0.1502, 0.0623], [-0.0146, 0.0858, 0.1276], [-0.0070, 0.0502, 0.0813], [-0.0461, -0.0005, -0.0029], [0.0714, 0.1535, -0.0738], [-0.1877, 0.1539, 0.1725], [-0.2173, -0.0859, -0.1405], [0.0818, -0.0151, 0.0560], [0.0445, 0.0624, 0.0392], [-0.0524, -0.0295, -0.0506], [-0.0157, -0.0710, 0.0219], [-0.0851, 0.0094, -0.0356], [-0.0065, -0.0156, -0.0170]], "smiles": "CCOc1ncccc1C(=O)OCC(=O)Nc1ccc(C(N)=O)cc1", "lumo_ev": -0.047, "homo_ha": -0.32461, "spin_multiplicity": 1, "relative_energy_kcal_mol": 1.2, "homo_lumo_gap_ev": 8.786}

=====

{"formula": "C17H17N4O5S2V", "method": "ωB97M-V with the def2-TZVPD basis set", "symbols": ["V", "O", "C", "O", "C", "O", "C", "C", "O", "O", "H", "H", "H", "H", "H", "S", "C", "N", "C", "C", "S", "H", "H", "H", "H", "H", "N", "C", "C", "C", "C", "C", "C", "C", "N", "C", "C", "N", "C", "H", "H", "H", "H", "H", "H", "H"], "coordinates": [[-1.4977, -0.6441, -1.1553], [-5.3597, -1.6754, -0.1710], [-4.3142, -1.2500, -0.7609], [-3.1554, -1.3100, -0.2922], [-4.5254, -0.6276, -2.1108], [-3.2248, -0.2268, -2.5408], [-3.0945, 1.0422, -3.2197], [-1.9684, 1.7402, -2.4832], [-1.8155, 2.8330, -2.1070], [-1.0176, 0.7089, -2.1437], [-5.2094, -2.0862, 0.7044], [-5.2119, 0.2184, -2.0173], [-4.9579, -1.3584, -2.7997], [-4.0061, 1.6348, -3.1574], [-2.8208, 0.8757, -4.2622], [-0.8213, -2.5498, -2.1363], [0.9004, -2.4930, -2.4037], [1.5332, -3.5545, -2.8146], [2.9192, -3.3492, -3.2706], [3.3863, -2.0534, -2.6109], [1.8538, -1.0785, -2.3265], [1.0647, -4.4441, -2.9547], [2.9132, -3.2794, -4.3597], [3.5353, -4.1951, -2.9730], [4.0483, -1.4771, -3.2518], [3.8594, -2.2136, -1.6447], [3.8001, 5.2693, 5.6778], [3.2544, 4.4535, 5.0835], [2.5773, 3.4410, 4.3264], [1.3845, 3.7513, 3.6742], [0.7305, 2.7776, 2.9420], [1.2859, 1.5086, 2.8609], [2.4688, 1.1835, 3.5113], [3.1153, 2.1551, 4.2507], [0.6199, 0.5008, 2.0839], [0.4108, -0.8172, 2.4723], [-0.2517, -1.4285, 1.4679], [-0.4601, -0.4887, 0.4597], [0.0973, 0.6715, 0.8830], [0.9701, 4.7460, 3.7578], [-0.2182, 2.9986, 2.4684], [2.8933, 0.1908, 3.4288], [4.0393, 1.9287, 4.7638], [0.7320, -1.1777, 3.4350], [-0.6109, -2.4408, 1.3975], [0.1485, 1.5897, 0.3186]], "atomic_forces_ev_per_a": [[-0.0891, 0.6262, -0.6636], [0.0592, -0.0710, 0.0336], [-0.1102, 0.0892, -0.1749], [0.3389, -0.0470, 0.1293], [-0.0037, 0.0199, 0.0015], [0.0845, -0.0833, 0.2559], [0.0303, 0.3031, -0.1019], [-0.0445, -0.2985, -0.0572], [0.0072, 0.0958, -0.2196], [-0.0718, -0.5639, 0.8909], [0.0109, 0.0176, -0.0133], [-0.0019, -0.0129, -0.0010], [-0.0113, 0.0060, 0.0087], [-0.0124, -0.0529, 0.0184], [-0.0363, -0.0208, 0.0029], [-0.1666, 0.0072, 0.0389], [0.1927, 0.0849, -0.2350], [-0.1302, -0.0204, 0.1065], [0.1495, 0.0174, -0.0335], [-0.0532, 0.0206, 0.0305], [0.0467, -0.0405, 0.0332], [-0.0004, -0.0015, 0.0099], [-0.0270, 0.0004, 0.0052], [-0.0158, -0.0057, 0.0011], [-0.0056, 0.0017, -0.0084], [-0.0078, -0.0107, -0.0013], [0.0058, 0.0105, 0.0180], [0.0435, 0.0491, 0.0277], [-0.0420, -0.0817, -0.0420], [0.0454, -0.0284, 0.0217], [-0.0852, -0.0740, -0.0815], [0.2279, 0.3023, 0.2535], [-0.0696, -0.1339, -0.0922], [-0.0289, 0.0953, 0.0077], [-0.1620, -0.1136, -0.2598], [-0.0400, -0.0831, -0.0262], [0.0655, 0.0200, 0.1855], [-0.2407, -0.1360, -0.2489], [0.1175, 0.0830, 0.1489], [-0.0068, -0.0006, -0.0024], [0.0033, 0.0253, 0.0076], [0.0155, 0.0073, 0.0139], [0.0017, -0.0060, -0.0011], [0.0087, -0.0041, -0.0025], [0.0047, -0.0008, 0.0008], [0.0036, 0.0085, 0.0145]], "charge": 3, "lumo_ev": [-12.264, -11.540], "homo_ha": [-0.60883, -0.60914], "spin_multiplicity": 2, "relative_energy_kcal_mol": 4.1, "homo_lumo_gap_ev": [4.303, 5.036], "s2": 0.766}

=====

{"formula": "C17H17N5RbSSe3", "method": "ωB97M-V with the def2-TZVPD basis set", "symbols": ["Rb", "Se", "Se", "C", "C", "C", "C", "C", "N", "C", "C", "C", "C", "C", "N", "H", "H", "H", "H", "H", "H", "H", "H", "Se", "C", "C", "C", "C", "C", "C", "H", "H", "H", "H", "H", "S", "C", "N", "N", "N", "H", "H", "H", "H"], "coordinates": [[0.1408, 1.1876, -0.3329], [2.1624, -1.2356, 3.4890], [3.4942, 0.4781, 2.7082], [3.5707, 0.1184, 0.8055], [4.4874, 0.8852, 0.0906], [4.5625, 0.6953, -1.2732], [3.7533, -0.2644, -1.8692], [2.8837, -0.9764, -1.0653], [2.7826, -0.7814, 0.2573], [0.4711, -0.3172, 3.6262], [0.1993, 0.3450, 4.8161], [-1.0443, 0.9349, 4.9733], [-1.9683, 0.8208, 3.9532], [-1.6087, 0.1394, 2.8001], [-0.4019, -0.4120, 2.6225], [5.0765, 1.6476, 0.5823], [5.2290, 1.3066, -1.8675], [3.7816, -0.4434, -2.9354], [2.2048, -1.7193, -1.4702], [0.9486, 0.3884, 5.5934], [-1.2869, 1.4671, 5.8848], [-2.9579, 1.2490, 4.0329], [-2.3028, 0.0336, 1.9772], [2.5191, 3.4133, -0.0326], [1.3638, 4.9345, 0.1041], [0.7547, 5.5049, -1.0233], [-0.0949, 6.5998, -0.9220], [-0.3673, 7.1722, 0.3133], [0.2297, 6.6276, 1.4443], [1.0767, 5.5321, 1.3413], [0.9645, 5.0741, -1.9952], [-0.5518, 7.0075, -1.8167], [-1.0329, 8.0223, 0.3942], [0.0277, 7.0579, 2.4190], [1.5354, 5.1178, 2.2313], [-4.7980, -0.9489, 0.3135], [-3.3789, -0.2482, -0.1704], [-2.3528, 0.2352, -0.4585], [0.8675, -3.4631, 0.5343], [0.1363, -2.5558, -0.3043], [0.4824, -3.4342, 1.4763], [1.7981, -3.0656, 0.6164], [-0.1300, -1.7371, 0.2331], [-0.7147, -3.0109, -0.6074]], "atomic_forces_ev_per_a": [[0.3847, 0.0075, 0.0874], [0.1009, -0.0591, -0.1460], [-0.0524, -0.0339, -0.1083], [0.0675, 0.0731, 0.1113], [0.0280, 0.0418, -0.0115], [0.0299, 0.0480, -0.0108], [-0.0313, -0.0228, 0.0358], [-0.0208, -0.0254, -0.0232], [-0.0517, -0.0321, 0.0112], [-0.2310, 0.0414, -0.0268], [-0.0236, -0.0014, 0.0045], [0.0063, 0.0351, 0.0711], [-0.0632, 0.0219, -0.0136], [0.1597, -0.0592, -0.1020], [0.1407, -0.0160, 0.1610], [0.0048, -0.0277, 0.0078], [0.0062, -0.0098, 0.0069], [-0.0052, -0.0030, 0.0071], [-0.0094, -0.0097, -0.0165], [0.0024, 0.0062, -0.0075], [0.0065, -0.0062, -0.0036], [-0.0016, -0.0071, -0.0092], [-0.0168, -0.0046, -0.0142], [0.0909, 0.3377, -0.0228], [-0.1408, 0.1212, 0.0507], [0.0523, -0.0593, 0.0135], [0.0303, -0.0461, 0.0221], [0.0485, -0.0652, 0.0135], [0.0123, -0.0387, -0.0342], [0.0506, -0.0689, -0.0477], [-0.0118, 0.0042, -0.0047], [0.0171, -0.0131, -0.0160], [-0.0007, 0.0045, 0.0008], [0.0207, -0.0107, 0.0075], [-0.0137, 0.0043, 0.0025], [0.3214, 0.1864, -0.1092], [-0.3061, -0.2309, 0.1385], [-0.4664, -0.1592, -0.1230], [-0.0357, 0.0031, 0.0267], [0.1013, 0.1327, -0.0484], [0.0423, -0.0212, -0.0228], [-0.0428, -0.0190, 0.0162], [-0.2197, -0.0048, 0.0801], [0.0193, -0.0140, 0.0457]], "charge": -1, "lumo_ev": 2.059, "homo_ha": -0.15261, "spin_multiplicity": 1, "homo_lumo_gap_ev": 6.211}

=====

{"formula": "C17H17N6OPb", "method": "ωB97M-V with the def2-TZVPD basis set", "symbols": ["Pb", "N", "C", "N", "C", "N", "N", "C", "C", "C", "C", "C", "C", "N", "C", "C", "C", "C", "C", "C", "H", "H", "H", "H", "H", "H", "H", "H", "H", "H", "H", "N", "C", "O", "C", "C", "H", "H", "H", "H", "H", "H"], "coordinates": [[0.5862, -0.9122, -0.5714], [-1.4614, -0.6378, 3.4265], [-0.8640, -1.0831, 2.3633], [-0.2103, -0.2836, 1.5695], [-0.0795, 1.0414, 1.8571], [0.6571, 1.8635, 1.0325], [1.1646, 1.2345, -0.0264], [2.0259, 1.8096, -0.8950], [2.4460, 1.1264, -2.0720], [3.2989, 1.6219, -3.0198], [3.5957, 0.9223, -4.1420], [2.9290, -0.2501, -4.4023], [2.1534, -0.8147, -3.4053], [1.9107, -0.1131, -2.2544], [-0.7800, 1.6153, 2.9702], [-0.7513, 2.9824, 3.3023], [-1.5865, 3.4132, 4.3280], [-2.5036, 2.5119, 4.9265], [-2.3971, 1.1554, 4.7632], [-1.5804, 0.7268, 3.7364], [-1.8864, -1.1926, 4.1204], [-0.9073, -2.1743, 2.3378], [2.4576, 2.7566, -0.6173], [3.7463, 2.6019, -2.8785], [4.3825, 1.4293, -4.7319], [3.3099, -0.7733, -5.2265], [1.8174, -1.8247, -3.3800], [-0.1112, 3.6714, 2.7688], [-1.4980, 4.4853, 4.6140], [-3.2073, 2.9648, 5.6545], [-3.1010, 0.4842, 5.2761], [-2.4827, -2.0801, -3.1463], [-1.6700, -1.9506, -2.1537], [-1.3636, -0.8371, -1.5767], [-1.1990, -3.2417, -1.5711], [0.2434, -3.1400, -0.9930], [-3.0541, -1.3286, -3.4232], [-2.6717, -2.9509, -3.5778], [-0.9033, -3.9706, -2.3539], [-1.9527, -3.6576, -0.8503], [1.0401, -3.5279, -1.7294], [0.4578, -3.6735, -0.0488]], "atomic_forces_ev_per_a": [[0.1244, -0.0392, 0.2895], [-0.4330, 2.0937, 0.3255], [-0.4182, -1.1304, 1.6399], [0.6354, -0.2172, -1.2234], [0.9284, 1.7993, -1.3864], [-0.7941, -1.5166, 1.1773], [1.6433, 0.6828, -2.5142], [-1.9872, -0.6731, 3.5346], [-0.9507, -1.9285, -0.7650], [0.0886, 1.8833, 1.4394], [0.6597, 1.0200, -0.7349], [0.9970, -0.3719, 0.6387], [0.2872, 1.6778, 1.4598], [0.3416, -0.3828, -1.2657], [-0.2413, -0.2901, 0.1330], [-0.5214, -0.2609, 0.5717], [0.3873, 0.4002, -0.6624], [0.4587, 1.8486, 1.3646], [-1.1661, -0.2954, -0.4373], [1.1638, 0.1662, -0.6055], [-0.5278, -1.5186, 0.5089], [0.3572, 0.2249, -0.8953], [-0.1197, 0.3889, -0.0386], [-0.0086, -0.1201, 0.1780], [-0.6873, -1.0277, -0.3564], [-0.3280, -1.0921, -1.2178], [-0.3482, -0.5515, -0.4845], [0.0275, -0.0725, 0.0268], [-0.5508, -1.0140, -0.1129], [0.4193, -0.6465, -0.5151], [0.5464, 0.2090, -0.1440], [0.0073, 0.7991, 0.1810], [0.1342, 0.2676, 1.3545], [-0.6408, -0.8306, -1.2454], [2.4645, -1.1215, 0.4706], [1.0658, -0.6678, 0.1158], [-0.6392, 1.2967, -0.6720], [-0.1569, -1.0157, -0.2159], [-1.4064, 0.1415, 0.0891], [0.6919, 0.4407, -0.6948], [-1.1169, 1.0826, 1.0637], [-0.3868, 0.3616, -0.3750]], "charge": 3, "lumo_ev": -11.069, "homo_ha": -0.62973, "spin_multiplicity": 1, "relative_energy_kcal_mol": 0.0, "homo_lumo_gap_ev": 6.067}